(1)
Below is C3H6Cl2FNO3S2 as an isolated structure in a non-equilibrium geometry, with properties calculated with wB97M-V/def2-TZVPD.

- LUMO: 0.1 eV

Geometry as XYZ:
```
18
Properties=species:S:1:pos:R:3:forces:R:3:mulliken_charge:R:1
C -1.281711 -0.575031 -0.147701 -1.82 -1.91 -4.03 -0.86
C -0.424571 1.595730 0.444277 -1.03 -1.86 2.02 -0.75
C 1.379654 -0.142710 -2.148816 -0.02 -1.39 1.75 0.31
N -0.137029 0.054185 0.389363 1.46 2.21 0.58 0.10
O 0.013965 -2.151028 1.936522 -0.28 -0.95 -0.70 -0.50
O -0.976510 -0.121647 2.810693 0.33 0.20 0.10 -0.54
O 1.470962 -0.278780 2.362190 -0.12 0.40 0.36 -0.55
F 0.236940 0.415364 -2.562755 0.13 0.03 -0.05 -0.15
S 1.484740 -0.359117 -0.232950 -0.54 0.69 -1.19 0.11
S 0.134387 -0.762802 2.172202 -0.21 0.92 1.10 1.12
Cl 2.776427 0.763280 -2.590968 0.33 0.67 -0.39 -0.09
Cl 1.569450 -1.808331 -2.781022 -0.43 0.36 -0.31 -0.09
H -1.966623 -1.146574 0.492095 0.69 0.47 0.50 0.26
H -1.912835 0.128097 -0.768952 0.77 -0.75 0.78 0.40
H -0.875444 -1.279235 -0.902549 -0.74 -0.09 0.46 0.25
H -1.522454 1.617068 0.170055 1.63 0.85 0.62 0.36
H -0.199994 1.858761 1.494642 -0.62 0.10 -0.47 0.32
H 0.230644 2.192770 -0.136327 0.48 0.06 -1.11 0.27
```
Forces are in eV/Å.

---

(2)
Below is C3H6Cl2NO3P as an isolated structure in a non-equilibrium geometry, with properties calculated with wB97M-V/def2-TZVPD.

- LUMO: 4.6 eV
- Charge: -2

Geometry as XYZ:
```
16
Properties=species:S:1:pos:R:3:forces:R:3:mulliken_charge:R:1
C -0.821396 1.394662 0.602038 0.17 1.17 2.53 -0.90
C 0.034182 0.540095 1.556364 1.98 0.98 0.67 -0.26
C 1.119198 -0.136017 0.729478 0.33 0.64 2.65 -0.09
N 0.327121 -3.487414 -0.128380 -1.02 1.07 -1.18 -0.42
O -1.481141 -1.662230 0.787378 0.60 -0.59 -0.37 -0.69
O 0.895198 -0.779471 -0.246697 -0.13 -0.45 -1.99 -0.40
O -1.171839 -1.975915 -1.730595 0.55 -0.36 0.05 -0.68
P -0.696299 -2.243234 -0.355799 -1.39 -0.49 -0.05 0.89
Cl 0.726504 -3.573773 1.512557 0.59 -0.27 1.30 -0.23
Cl 1.905274 6.680096 -9.441109 0.02 0.06 -0.05 -1.00
H -0.130665 2.027478 0.047165 -0.33 0.22 -0.24 0.29
H -1.336194 0.716756 -0.015215 -0.84 -0.54 -0.96 0.26
H -1.532023 2.044261 1.218244 0.79 -0.86 -1.04 0.27
H -0.430578 -0.413188 1.808751 -0.92 0.19 0.70 0.28
H 0.462759 1.117290 2.513589 -0.79 -1.31 -2.22 0.27
H 2.129899 -0.249394 1.142233 0.40 0.53 0.18 0.41
```
Forces are in eV/Å.

---

(3)
Below is a 2-piece molecular cluster, C3H6Cl2O2 overall in a non-equilibrium geometry, with properties calculated with wB97M-V/def2-TZVPD.

- LUMO (spin up / spin down): 0.2 / 0.6 eV

Geometry as XYZ:
```
13
Properties=species:S:1:pos:R:3:forces:R:3:mulliken_charge:R:1
C 0.056015 -1.198967 0.399087 -0.29 -0.45 0.19 -0.94
C -0.058649 1.812954 -1.395328 1.24 -0.72 -1.49 -0.07
C 0.594390 0.068977 0.853898 -0.33 0.57 -0.14 0.61
O 1.165757 2.204795 -1.914702 -1.12 0.39 0.93 -0.43
O -0.014757 0.679951 1.887752 3.32 2.67 -0.69 -0.47
Cl -0.749735 0.522154 -2.432989 -0.16 0.30 0.36 -0.21
Cl 2.213510 0.444442 0.707141 1.38 0.21 -0.10 -0.19
H 0.457364 -2.171951 0.597986 1.53 -0.33 0.54 0.34
H -0.041470 -1.168084 -0.655146 -0.69 -0.05 -1.11 0.15
H -0.855957 -1.298424 0.934254 -1.56 -0.02 -0.29 0.32
H -0.761373 2.641184 -1.303250 0.29 -0.10 0.25 0.31
H 1.717263 1.449742 -2.151043 -0.21 -0.19 0.18 0.33
H -0.702700 0.177417 2.165544 -3.39 -2.28 1.38 0.26
```
Forces are in eV/Å.

---

(4)
Below is C3H6Cl2O3S as an isolated structure in a non-equilibrium geometry, with properties calculated with wB97M-V/def2-TZVPD.

- LUMO: -0.8 eV

Geometry as XYZ:
```
15
Properties=species:S:1:pos:R:3:forces:R:3:mulliken_charge:R:1
C 1.705013 -0.237843 -1.759694 -0.72 0.72 -0.95 -1.10
C -1.736802 0.430761 1.891224 -1.43 0.51 4.03 -0.62
C 1.428710 0.242320 -0.387407 -1.85 0.07 0.52 0.41
O -0.974445 -1.794084 0.270245 0.01 1.11 0.31 -0.58
O -1.320358 -0.320807 -1.669756 -0.02 0.44 0.48 -0.61
O -1.568708 0.682595 0.548244 0.06 0.26 -1.72 -0.23
S -0.866016 -0.472646 -0.313364 2.51 -0.11 -0.98 1.14
Cl 2.280749 -0.407919 0.973478 -0.08 -0.91 -0.09 -0.12
Cl 1.476452 1.948886 -0.197153 -0.54 0.83 -0.29 -0.12
H 1.511229 -1.275420 -1.695557 0.63 -1.52 -0.22 0.38
H 0.793702 0.060907 -2.373180 1.56 0.30 0.34 0.36
H 2.721210 0.043059 -2.186593 -1.43 -0.34 0.59 0.31
H -2.859464 0.433914 2.206087 1.81 -0.17 -0.95 0.23
H -1.276192 1.220562 2.617636 -0.34 -1.23 -1.78 0.23
H -1.315084 -0.554289 2.075784 -0.16 0.05 0.72 0.33
```
Forces are in eV/Å.

---

(5)
Below is a 2-piece molecular cluster, C3H6Cl2S2 overall in a non-equilibrium geometry, with properties calculated with wB97M-V/def2-TZVPD.

- LUMO: -2.5 eV

Geometry as XYZ:
```
13
Properties=species:S:1:pos:R:3:forces:R:3:mulliken_charge:R:1
C -0.838477 -0.457883 0.181178 -0.16 -0.61 -4.69 -1.04
C 0.167038 0.590154 -0.170828 3.61 0.91 0.41 0.05
C 1.556687 -0.179235 -0.382356 -1.39 -2.67 -1.77 -0.21
H -3.098769 -0.192326 -1.313941 1.16 0.22 1.94 0.16
H -0.374455 -1.232921 -0.677391 -2.51 0.98 2.27 0.29
H -0.632004 -0.842066 1.125929 -0.10 -0.74 1.62 0.61
H 0.069225 0.884092 -1.216821 -0.76 0.96 0.28 0.34
H -1.074941 0.956065 2.325019 2.11 1.51 -1.35 0.07
H 1.200535 -0.689704 -1.495603 2.26 0.67 3.01 0.31
S -2.706032 0.038749 0.061956 1.15 -0.76 -1.39 -0.19
S 0.724821 1.910037 0.976764 -3.79 -1.29 1.69 -0.11
Cl 3.126699 0.641717 -0.372050 -0.83 0.58 -1.01 -0.12
Cl 1.879671 -1.426684 0.958142 -0.75 0.23 -1.00 -0.15
```
Forces are in eV/Å.

---

(6)
Below is a 2-piece molecular cluster, C3H6Cl4Si overall in a non-equilibrium geometry, with properties calculated with wB97M-V/def2-TZVPD.

- LUMO (spin up / spin down): 0.4 / -2.7 eV
- Spin multiplicity: 3
- <S²>: 2.010

Geometry as XYZ:
```
14
Properties=species:S:1:pos:R:3:forces:R:3:mulliken_charge:R:1
C -2.348545 -0.009374 -0.095553 -2.16 1.07 -3.42 -0.94
C 1.021665 -0.142975 -0.390303 0.22 0.66 -2.08 0.27
C 1.536582 1.196541 -0.295200 0.72 1.72 -2.63 -0.17
Si 1.075406 -1.273738 1.019373 1.16 -2.81 -1.21 0.20
Cl 3.490279 1.261117 -0.640415 -0.74 -0.42 0.46 -0.20
Cl 1.221694 1.920037 1.239123 -0.14 0.19 0.40 -0.11
Cl 1.125625 -0.916799 -1.962618 -0.21 0.68 1.22 -0.10
Cl -0.002276 -2.991906 0.766848 -0.38 0.07 -0.23 -0.23
H -2.033784 0.044838 -1.173449 -0.27 0.04 0.70 0.25
H -2.126148 -1.005306 0.156068 0.41 -0.90 1.24 0.18
H -3.464119 0.182281 -0.146933 1.17 -0.51 0.28 0.29
H -1.928268 0.859717 0.334798 0.85 0.32 1.20 0.25
H 1.342070 1.922918 -1.167760 -0.28 -1.32 1.55 0.38
H 1.089825 -1.047347 2.356016 -0.34 1.20 2.52 -0.07
```
Forces are in eV/Å.